# 1
Molecular formula: C55H54FN10O3RbS3
Method: DFT, ωB97M-V with the def2-TZVPD basis set

Computed properties:
ΔE to the lowest compared entry with this formula, charge and spin   0.00 kJ/mol
Calculated total energy   -114836.8202 eV
Net charge   -2
M   1103.771 Da
HOMO energy   -1.941 eV
LUMO energy   3.550 eV

The geometry in XYZ format:
```
127
Properties=species:S:1:pos:R:3:forces:R:3
Rb 0.6254 0.2274 -0.2119 -0.569 0.021 -0.230
C -1.1825 -2.6450 0.4504 -0.030 0.031 -0.035
C -0.9327 -1.8858 1.7207 -0.079 0.020 0.046
N -1.5701 -0.7847 1.8910 0.198 0.025 0.095
N -1.2335 -0.1509 3.0931 -0.035 0.000 -0.008
C -1.7967 0.9798 3.3247 0.044 -0.002 0.032
S -2.9002 1.9701 2.4518 -0.026 0.026 -0.005
S -1.3451 1.7353 4.8985 -0.011 -0.015 -0.028
C -0.3015 0.4893 5.7151 0.006 -0.047 0.007
C 1.1862 0.6657 5.5848 0.000 0.026 0.002
C 1.9711 0.9960 6.6872 0.001 -0.001 -0.006
C 3.3572 1.0464 6.5857 0.008 -0.007 -0.006
C 3.9755 0.7539 5.3771 -0.006 0.014 -0.002
C 3.1974 0.4438 4.2686 -0.010 -0.007 -0.012
C 1.8157 0.4192 4.3669 0.004 0.003 0.002
C 0.0441 -2.4843 2.6804 -0.001 0.004 -0.018
C -0.3953 -3.3651 3.6530 0.000 0.015 0.010
C 0.4847 -3.9630 4.5520 -0.007 -0.005 0.004
C 1.8392 -3.6591 4.4437 0.013 -0.007 0.004
C 2.3014 -2.7874 3.4756 0.000 -0.087 -0.043
C 1.4296 -2.1516 2.5493 -0.059 0.005 0.008
O 1.8442 -1.3019 1.6793 -0.018 -0.098 -0.021
H -1.8918 -2.1201 -0.1905 -0.012 0.017 0.021
H -1.5686 -3.6408 0.6847 0.006 -0.004 0.005
H -0.2503 -2.7954 -0.1026 0.031 -0.006 0.048
H -0.5911 -0.4650 5.2706 -0.015 0.001 0.017
H -0.5903 0.4961 6.7679 0.005 0.003 0.002
H 1.4925 1.1880 7.6426 0.000 0.004 -0.001
H 3.9528 1.2927 7.4580 0.002 0.002 -0.003
H 5.0569 0.7640 5.2998 0.000 0.000 0.002
H 3.6511 0.1859 3.3183 0.012 0.001 0.008
H 1.2239 0.1523 3.5013 -0.017 0.020 -0.011
H -1.4592 -3.5765 3.7203 -0.002 0.001 0.000
H 0.1216 -4.6400 5.3158 0.001 -0.002 -0.002
H 2.5476 -4.1066 5.1351 0.000 0.001 -0.001
H 3.3571 -2.5451 3.4079 0.003 0.003 0.006
N 1.6455 0.2348 -4.0490 0.035 -0.129 0.165
C 0.4639 0.6832 -4.4386 -0.090 0.064 -0.010
N 0.2383 1.0148 -5.7325 0.012 -0.030 -0.010
C -1.0302 1.2475 -6.0170 -0.011 0.019 -0.024
N -1.3144 1.6517 -7.3072 0.002 0.027 0.017
N -2.0749 1.1471 -5.1898 0.006 -0.017 0.019
C -1.7128 0.9119 -3.9172 -0.041 0.177 0.047
N -0.4900 0.7625 -3.4766 -0.045 -0.232 0.020
C -2.8108 0.8156 -2.9027 0.026 0.007 -0.029
C -4.1414 0.8619 -3.2963 -0.013 -0.054 -0.008
C -5.1207 0.7260 -2.3236 0.001 -0.020 0.010
C -4.7353 0.5466 -1.0079 0.002 0.009 -0.008
C -3.3763 0.5155 -0.7069 -0.017 0.025 -0.007
N -2.4330 0.6560 -1.6344 -0.044 -0.077 0.110
H 2.2622 -0.0038 -4.8121 0.018 0.061 -0.002
H 1.5809 -0.5064 -3.2235 -0.010 -0.029 -0.136
H -0.6070 1.4065 -7.9794 -0.004 -0.009 0.000
H -2.2678 1.4907 -7.5852 0.001 -0.014 -0.004
H -4.3784 0.9974 -4.3416 0.004 0.007 -0.001
H -6.1700 0.7570 -2.5952 -0.002 0.001 0.000
H -5.4566 0.4386 -0.2085 -0.003 -0.004 -0.002
H -3.0383 0.3857 0.3161 0.008 -0.010 -0.016
N 1.0471 3.4568 -2.2357 0.018 0.215 -0.046
C -0.0719 3.7175 -2.2877 -0.050 -0.179 0.174
C -1.4908 3.9673 -2.3332 -0.006 0.026 -0.154
C -2.1134 4.0473 -3.5766 -0.016 0.100 -0.054
C -3.4852 4.2184 -3.6462 0.037 0.051 -0.024
C -4.2344 4.3074 -2.4818 0.023 0.017 0.023
C -3.6123 4.2301 -1.2431 -0.043 0.011 -0.024
C -2.2403 4.0642 -1.1623 0.064 -0.074 -0.051
H -1.5270 3.9509 -4.4807 0.022 -0.032 0.011
H -3.9662 4.2548 -4.6151 -0.016 -0.010 0.004
H -5.3101 4.4195 -2.5381 -0.004 -0.014 0.001
H -4.1957 4.2721 -0.3328 0.020 -0.024 0.022
H -1.7609 3.9688 -0.2009 -0.067 -0.055 0.054
O 3.0315 0.3070 -1.2686 0.445 0.112 0.092
S 4.0090 1.4188 -1.1231 0.021 0.061 -0.045
C 4.8798 1.1706 0.4569 0.008 0.060 0.018
C 5.6318 -0.1053 0.6561 -0.017 -0.017 0.000
C 7.0155 -0.0924 0.8025 0.007 -0.008 -0.026
C 7.7186 -1.2741 0.9857 -0.002 0.001 -0.004
C 7.0374 -2.4827 1.0126 -0.001 -0.001 -0.007
C 5.6542 -2.4991 0.8838 -0.006 -0.004 0.003
C 4.9450 -1.3180 0.7221 -0.024 0.027 0.029
C 5.3179 1.0857 -2.3603 0.035 -0.044 0.033
C 5.7264 -0.3452 -2.5774 -0.047 -0.033 -0.011
C 4.7836 -1.3057 -2.9434 0.021 0.037 0.011
C 5.1703 -2.6176 -3.1716 -0.001 -0.019 0.001
C 6.5032 -2.9850 -3.0507 0.003 -0.001 -0.003
C 7.4482 -2.0348 -2.6894 -0.002 -0.003 0.006
C 7.0593 -0.7248 -2.4527 0.014 0.020 0.000
H 4.0511 1.2768 1.1609 -0.017 0.004 -0.013
H 5.5158 2.0533 0.5714 0.024 -0.018 -0.005
H 7.5459 0.8546 0.7697 0.002 -0.003 0.002
H 8.7964 -1.2516 1.0993 0.000 0.000 -0.001
H 7.5819 -3.4103 1.1436 0.001 -0.002 0.000
H 5.1128 -3.4363 0.9245 -0.003 0.002 0.004
H 3.8593 -1.3285 0.6885 0.026 -0.020 -0.011
H 6.1661 1.7227 -2.0961 0.014 -0.019 0.002
H 4.8659 1.4903 -3.2689 -0.009 0.016 0.013
H 3.7365 -1.0442 -2.9966 -0.001 -0.002 -0.019
H 4.4108 -3.3493 -3.4192 -0.001 -0.001 -0.001
H 6.8025 -4.0123 -3.2216 0.000 -0.002 0.000
H 8.4885 -2.3155 -2.5730 0.000 -0.002 0.000
H 7.7976 0.0093 -2.1489 0.001 0.000 -0.001
C 0.6995 4.7252 3.9171 0.004 0.001 -0.008
N 1.7296 4.0240 3.1724 0.029 0.054 -0.004
C 2.9549 3.7658 3.8996 -0.008 -0.008 -0.001
C 1.5051 3.4206 1.9763 -0.041 -0.032 -0.025
C 0.1638 3.6613 1.3367 0.044 0.022 0.038
O 2.3496 2.7209 1.4230 0.003 -0.011 0.042
H 1.1850 5.4552 4.5678 0.002 0.009 -0.005
H 0.1081 4.0373 4.5260 0.016 0.007 0.007
H 0.0252 5.2612 3.2543 -0.006 -0.009 -0.003
H 3.4684 4.7094 4.1137 -0.003 -0.001 0.008
H 3.5956 3.1294 3.2990 0.007 0.006 -0.008
H 2.7408 3.2551 4.8411 0.002 -0.011 0.004
H -0.0343 4.7302 1.2286 0.010 -0.001 -0.022
H -0.6524 3.2282 1.9255 0.004 -0.016 -0.031
H 0.1828 3.2138 0.3468 0.065 -0.017 0.058
F 1.7417 -6.2747 -3.3904 0.003 -0.004 -0.005
C 1.5973 -4.9304 -3.1388 -0.004 0.003 -0.008
C 0.9569 -4.1428 -4.0717 -0.030 -0.015 0.021
C 0.8238 -2.7796 -3.7926 -0.060 -0.232 0.148
C 1.3012 -2.1650 -2.6244 0.266 0.352 -0.258
C 1.9532 -3.0384 -1.7386 -0.097 -0.015 0.044
C 2.0994 -4.4094 -1.9657 0.000 0.020 0.012
H 0.5744 -4.5917 -4.9827 0.003 -0.006 -0.001
H 0.3051 -2.1790 -4.5427 0.046 0.020 -0.022
H 2.3675 -2.6445 -0.8104 0.004 -0.012 0.004
H 2.5944 -5.0611 -1.2535 0.000 -0.003 -0.005
```
Positions in Å, forces in eV/Å.

Mulliken population analysis, charges in e, atoms 1 to 5: number 1, Rb, carries -0.730; number 2, C, carries -0.592; number 3, C, carries -0.514; number 4, N, carries -0.493; number 5, N, carries -0.144

=====

# 2
Molecular formula: C4H4N2S
Method: DFT, ωB97M-V with the def2-TZVPD basis set

Computed properties:
ΔE to the lowest compared entry with this formula, charge and spin   424.45 kJ/mol
Calculated total energy   -18023.8416 eV
Net charge   0
M   112.157 Da
HOMO energy (alpha / beta)   -9.758 / -9.064 eV
LUMO energy (alpha / beta)   -1.311 / -2.677 eV

The geometry in XYZ format:
```
11
Properties=species:S:1:pos:R:3:forces:R:3
C -1.1006 -2.0320 -0.3626 -0.425 1.299 1.169
C 1.8130 -0.4989 -0.1537 -1.556 0.819 1.091
C -0.2650 0.0059 1.0663 0.817 -0.406 -1.527
C -1.3318 -0.8517 0.3857 3.105 -0.529 0.165
N -1.0904 -3.0696 -0.8633 0.292 -0.533 -0.606
N 1.1616 -0.3580 0.9352 -0.116 -0.815 0.628
S 3.3901 -1.1134 -0.1627 0.885 -0.386 0.168
H 1.4532 -0.2140 -1.1217 -0.574 0.054 -0.852
H -0.3507 0.9797 0.6554 -0.175 1.344 -1.218
H -0.4933 0.3253 2.0812 -0.072 -1.152 0.502
H -2.2818 -0.7278 0.7579 -2.182 0.305 0.479
```
Positions in Å, forces in eV/Å.

Mulliken population analysis, charges in e, atoms 1 to 5: number 1, C, carries 0.244; number 2, C, carries 0.001; number 3, C, carries -0.461; number 4, C, carries -0.460; number 5, N, carries -0.365

=====

# 3
Molecular formula: C23H15AuINO4
Method: DFT, ωB97M-V with the def2-TZVPD basis set

Computed properties:
ΔE to the lowest compared entry with this formula, charge and spin   0.00 kJ/mol
Calculated total energy   -45563.3558 eV
Net charge   0
M   693.247 Da
HOMO energy   -8.792 eV
LUMO energy   -1.266 eV

The geometry in XYZ format:
```
45
Properties=species:S:1:pos:R:3:forces:R:3
Au 0.0233 0.8594 -0.6113 0.043 -0.035 -0.391
I 0.4824 0.7525 2.5802 -0.030 0.077 -0.033
C -0.4220 -1.1038 2.2269 -0.088 -0.046 -0.124
C -0.6674 -1.8044 3.3756 -0.025 -0.028 -0.006
C -1.3386 -3.0408 3.3523 -0.002 0.014 -0.030
C -1.7596 -3.5468 2.1639 0.024 0.007 0.016
C -1.5312 -2.8493 0.9529 -0.026 -0.048 -0.004
C -2.0340 -3.4069 -0.2492 0.020 0.035 0.004
C -1.8876 -2.7643 -1.4378 0.018 -0.003 0.018
C -1.2005 -1.5342 -1.4740 -0.027 -0.043 -0.047
C -0.6919 -0.9915 -0.3321 -0.014 -0.043 0.260
C -0.8377 -1.5991 0.9477 0.041 0.016 0.040
H -0.3574 -1.3952 4.3272 0.005 0.002 -0.003
H -1.5298 -3.5601 4.2813 0.004 -0.005 -0.007
H -2.2909 -4.4891 2.1176 -0.008 0.009 0.006
H -2.5495 -4.3574 -0.1930 -0.004 0.005 0.004
H -2.2843 -3.1812 -2.3536 -0.009 0.003 0.001
H -1.0870 -1.0241 -2.4218 -0.003 -0.003 0.009
C 4.3609 -0.9576 -1.5182 -0.007 -0.003 0.005
C 3.2577 -1.4768 -2.1787 0.026 -0.010 0.018
C 1.9782 -1.0537 -1.8475 -0.055 0.001 0.024
C 1.7875 -0.0995 -0.8509 0.073 0.049 -0.090
C 2.8994 0.4220 -0.1937 -0.085 0.023 0.034
C 4.1782 -0.0025 -0.5311 0.013 -0.012 0.002
H 5.3572 -1.2964 -1.7708 -0.003 0.010 -0.007
H 3.3884 -2.2178 -2.9570 -0.003 0.001 0.001
H 1.1373 -1.4778 -2.3787 0.034 0.018 0.022
H 2.7849 1.1687 0.5795 -0.028 0.009 0.048
H 5.0311 0.4172 -0.0135 -0.003 -0.001 0.004
O -2.4514 4.0668 -0.2164 -0.026 0.010 -0.027
C -2.2256 2.8829 -0.1269 0.201 0.051 0.103
O -1.4706 2.2107 -0.9698 -0.056 0.009 0.218
C -2.8127 2.0848 1.0161 -0.052 -0.071 -0.098
C -2.9473 2.6905 2.2599 0.020 0.013 0.036
C -3.4035 1.9620 3.3449 0.000 0.023 -0.011
C -3.7487 0.6362 3.1484 0.036 -0.046 0.068
C -3.6861 0.0250 1.9107 0.019 -0.004 -0.018
C -3.2098 0.7639 0.8405 0.006 -0.002 0.024
N -4.1858 -0.1643 4.3089 -0.161 0.020 -0.066
O -4.3896 -1.3500 4.1314 0.056 0.003 0.008
O -4.3263 0.4069 5.3707 0.071 0.000 0.016
H -2.6681 3.7297 2.3690 -0.004 0.000 -0.010
H -3.4855 2.3966 4.3298 0.000 0.001 0.000
H -3.9830 -1.0084 1.8037 -0.001 0.011 0.004
H -3.1390 0.3112 -0.1384 0.013 -0.016 -0.022
```
Positions in Å, forces in eV/Å.

Mulliken population analysis, charges in e, atoms 1 to 5: number 1, Au, carries 0.131; number 2, I, carries 0.064; number 3, C, carries -0.218; number 4, C, carries -0.666; number 5, C, carries -0.733

=====

# 4
Molecular formula: C5H11N2O
Method: DFT, ωB97M-V with the def2-TZVPD basis set

Computed properties:
ΔE to the lowest compared entry with this formula, charge and spin   91.58 kJ/mol
Calculated total energy   -10389.5889 eV
Net charge   -1
SMILES   N/C=N\CCCC[O-]
M   115.156 Da
HOMO energy   -2.532 eV
LUMO energy   3.711 eV

The geometry in XYZ format:
```
19
Properties=species:S:1:pos:R:3:forces:R:3
N 0.3985 -0.1038 -2.4664 0.824 0.495 -1.101
C 1.6664 -0.1824 -1.9204 -0.327 -0.930 0.041
N 2.0046 -0.4656 -0.7478 1.176 0.470 0.792
C 1.2189 -0.6746 0.4685 0.322 -0.070 -0.327
C 0.4644 0.4718 1.1448 -0.630 0.889 0.026
C -0.9564 0.1771 1.6826 -0.161 0.232 -1.959
C -2.0949 0.0504 0.5154 1.786 0.560 -0.151
O -2.7647 -1.0672 0.4289 -0.384 -0.068 0.319
H -0.3112 -0.0057 -1.7923 -1.290 0.095 1.089
H 0.3189 0.6096 -3.1826 -0.042 -0.269 -0.019
H 2.4644 -0.2256 -2.6660 -0.028 0.471 -0.131
H 0.5800 -1.5212 0.2944 -0.816 -0.347 -0.094
H 1.9602 -1.0329 1.1769 0.047 -0.112 0.252
H 0.3649 1.3652 0.5167 -0.094 -0.298 -0.624
H 1.0465 0.9246 1.9496 0.409 -0.456 0.294
H -1.0367 -0.7724 2.1967 0.032 0.132 0.756
H -1.2466 1.1133 2.1597 -0.031 -0.479 1.087
H -1.4641 0.2932 -0.4103 -0.102 -0.026 -0.170
H -2.6131 1.0459 0.6515 -0.692 -0.289 -0.081
```
Positions in Å, forces in eV/Å.

Mulliken population analysis, charges in e, atoms 1 to 5: number 1, N, carries -0.554; number 2, C, carries 0.007; number 3, N, carries -0.573; number 4, C, carries -0.695; number 5, C, carries -0.570